[1]
Density functional theory data (ωB97M-V with the def2-TZVPD basis set) for C3H3N3O in the gas phase.

Structure (XYZ):
```
10
Properties=species:S:1:pos:R:3:nbo_charge:R:1
O 2.283 -1.610 0.568 -0.4986
N 0.077 1.228 0.501 -0.1487
N 0.894 1.658 -0.327 -0.2853
N -0.015 -1.614 -0.036 -0.5627
C -1.047 0.567 -0.082 -0.1106
C 1.150 -1.535 0.279 0.8853
C -1.084 -0.750 -0.267 -0.0402
H 1.646 2.101 0.223 0.3182
H -1.916 1.194 -0.253 0.2244
H -1.988 -1.239 -0.609 0.2183
```

Results
Charge = 0
Total energy = -355.55375 hartree
Energy relative to the best compared isomer or geometry (same formula, charge and spin) = 2.344 eV
SMILES string = [H]/N=N/C=C\N=C=O
E_HOMO = -9.19 eV
LUMO level = 0.30 eV
Spin multiplicity = 1


[2]
Density functional theory data (ωB97M-V with the def2-TZVPD basis set) for a gas-phase ion, C3H5O5S (charge -1) at a distorted geometry.

Structure (XYZ):
```
14
Properties=species:S:1:pos:R:3:nbo_charge:R:1
S 1.286 0.680 0.126 2.2763
O 2.061 -0.506 -0.318 -1.0173
O 1.674 1.826 -0.735 -1.0471
O -0.401 -0.200 -1.693 -0.7660
O 1.445 0.928 1.561 -1.0024
O -1.012 1.693 -0.417 -0.6947
C -1.079 -0.556 0.652 -0.2284
C -0.762 -1.839 0.800 -0.3533
C -0.538 0.464 -0.273 0.2443
H -0.116 -2.267 0.029 0.2248
H -0.391 2.129 -1.005 0.5118
H 0.500 0.093 -1.814 0.4711
H -1.100 -2.354 1.647 0.1877
H -1.568 -0.091 1.439 0.1931
```

Results
Charge = -1
Total energy = -891.72948 hartree
Energy relative to the best compared isomer or geometry (same formula, charge and spin) = 1.786 eV
SMILES string = C=CC(O)(O)S(=O)(=O)[O-]
E_HOMO = -5.25 eV
LUMO level = 3.89 eV
Spin multiplicity = 1


[3]
Density functional theory data (ωB97M-V with the def2-TZVPD basis set) for 2 unconnected molecules or ions with the total composition C22H30N3OS at a distorted geometry.

Structure (XYZ):
```
57
Properties=species:S:1:pos:R:3:lowdin_spin:R:1
S -3.849 3.749 3.732 -0.0001
O 1.809 -0.901 -1.104 0.5706
N -3.593 1.637 1.606 0.0003
N -5.471 -0.542 1.121 -0.0001
N 2.078 -0.909 -2.405 0.3408
C 2.406 -2.482 -4.315 0.0012
C -1.136 2.891 4.337 0.0006
C -5.811 0.437 2.161 -0.0004
C -0.060 1.013 2.950 0.0005
C 2.735 1.491 -1.951 -0.0008
C 4.928 -1.615 -2.707 0.0008
C -2.405 1.752 2.419 0.0005
C -1.265 0.870 2.103 -0.0006
C -7.046 0.346 2.943 0.0004
C -4.805 1.507 2.371 0.0004
C 1.154 0.086 2.618 -0.0002
C -0.002 1.985 4.054 -0.0006
C 1.485 -3.348 -2.247 -0.0007
C -7.328 1.352 3.981 -0.0005
C 2.475 -2.297 -2.783 0.0257
C -6.347 2.420 4.244 0.0004
C 3.889 -2.652 -2.296 0.0138
C 3.074 0.172 -2.675 0.0245
C 3.024 0.536 -4.183 0.0022
C -2.325 2.752 3.508 -0.0005
C 4.507 -0.218 -2.262 0.0137
C -5.128 2.465 3.451 -0.0004
H -4.470 -0.731 1.290 0.0000
H 3.172 -1.934 -4.859 0.0000
H 3.814 0.052 -4.759 -0.0001
H 0.463 -3.120 -2.562 0.0002
H -7.779 -0.479 2.749 0.0000
H 1.734 -4.340 -2.627 -0.0003
H 5.217 0.514 -2.660 0.0011
H 4.598 -0.169 -1.172 0.0025
H 0.910 2.056 4.697 0.0000
H 2.123 0.489 3.032 0.0000
H -1.341 0.148 1.258 0.0000
H 2.554 -3.531 -4.581 -0.0004
H 2.062 0.274 -4.627 0.0016
H -6.575 3.175 5.039 0.0000
H 0.997 -0.943 3.057 0.0000
H -3.506 0.931 0.877 0.0000
H 5.090 -1.640 -3.789 0.0003
H 2.826 1.413 -0.868 -0.0005
H 1.497 -3.421 -1.158 -0.0007
H -1.138 3.644 5.154 0.0000
H 5.891 -1.866 -2.252 0.0008
H 1.431 -2.181 -4.704 0.0011
H -5.914 -1.431 1.394 0.0000
H 1.718 1.820 -2.188 0.0002
H 3.419 2.283 -2.264 -0.0003
H 4.184 -3.631 -2.684 0.0010
H 3.142 1.609 -4.346 -0.0004
H 3.898 -2.745 -1.204 0.0028
H -8.259 1.311 4.600 0.0000
H 1.247 -0.055 1.489 -0.0005
```

Results
Charge = 0
Total energy = -1493.86380 hartree
E_HOMO (alpha / beta) = -7.57 / -7.57 eV
LUMO level (alpha / beta) = 0.70 / -0.13 eV
Spin multiplicity = 2


[4]
Density functional theory data (ωB97M-V with the def2-TZVPD basis set) for a molecular structure, C27H19N3PdSTe4 at a distorted geometry.

Structure (XYZ):
```
55
Properties=species:S:1:pos:R:3:nbo_charge:R:1
Te 5.104 -0.347 0.770 -0.1307
Te 3.240 1.359 4.284 -0.3634
Te 6.494 -0.909 3.029 -0.0796
Te 5.906 1.194 4.633 -0.0335
Pd 3.113 0.727 1.813 0.3719
S 1.420 -2.469 2.039 0.5643
N 1.237 -0.835 2.110 -0.6270
N -1.138 -0.903 1.900 -0.5995
N 1.254 1.841 1.918 -0.4372
C -0.807 4.224 -3.338 -0.1455
C 0.213 1.814 -2.323 -0.0580
C -1.931 -2.078 -2.058 -0.2182
C 0.230 -3.085 -2.298 -0.2246
C -0.382 -4.512 1.899 -0.2302
C 1.352 3.146 1.698 0.0697
C 1.789 0.589 -0.921 -0.3274
C -1.073 1.959 1.337 -0.2384
C 0.058 -0.211 1.909 0.3632
C 0.693 3.057 -1.870 -0.1425
C -2.581 -2.817 2.029 -0.2363
C 0.827 -1.858 -2.093 -0.0880
C 0.056 1.196 1.736 0.1547
C -1.342 -0.840 -1.894 -0.1744
C -0.736 1.822 -3.358 -0.1579
C -1.657 -5.037 1.977 -0.2187
C -1.153 -3.201 -2.293 -0.1663
C 0.185 4.236 -2.367 -0.2290
C -0.954 3.304 1.123 -0.1508
C 0.696 0.587 -1.767 0.1452
C -0.196 -3.135 1.902 -0.1655
C -1.301 -2.266 1.940 0.1341
C 0.050 -0.702 -1.937 -0.1352
C 2.717 0.591 -0.123 0.0296
C 0.291 3.928 1.301 -0.2459
C -2.756 -4.185 2.060 -0.2044
C -1.251 3.007 -3.838 -0.2307
H -1.801 -6.105 1.995 0.2187
H -1.224 5.151 -3.700 0.2212
H 1.447 3.083 -1.096 0.2369
H -2.023 1.472 1.165 0.2115
H -1.807 3.882 0.802 0.2268
H -3.428 -2.149 2.080 0.2044
H -1.045 0.883 -3.793 0.2275
H -1.949 0.033 -1.697 0.2170
H 1.905 -1.775 -2.079 0.2293
H 0.550 5.179 -1.985 0.2230
H 0.421 4.977 1.111 0.2319
H -1.622 -4.157 -2.476 0.2228
H -3.007 -2.166 -2.005 0.2209
H 2.341 3.577 1.871 0.2421
H 0.481 -5.159 1.871 0.2245
H -2.009 2.985 -4.609 0.2235
H -1.985 -0.353 1.924 0.3996
H -3.750 -4.592 2.158 0.2176
H 0.842 -3.958 -2.471 0.2267
```

Results
Charge = 0
Total energy = -2802.60922 hartree
Energy relative to the best compared isomer or geometry (same formula, charge and spin) = 0.000 eV
E_HOMO (alpha / beta) = -5.74 / -5.66 eV
LUMO level (alpha / beta) = -2.63 / -2.75 eV
Spin multiplicity = 1


[5]
Density functional theory data (ωB97M-V with the def2-TZVPD basis set) for 2 unconnected molecules or ions with the total composition C6H16O2 at a distorted geometry.

Structure (XYZ):
```
24
Properties=species:S:1:pos:R:3:nbo_charge:R:1
O 2.452 -1.720 -1.639 -0.7268
O -1.607 4.196 -5.075 -0.9309
C -1.360 0.855 1.191 -0.6210
C -0.566 -0.282 1.972 -0.2281
C 2.380 -0.689 -0.664 -0.0596
C -1.264 -1.577 1.599 -0.6289
C 0.905 -0.144 1.568 -0.3933
C 1.087 -0.771 0.126 -0.4395
H -0.691 -0.054 3.033 0.2065
H -2.315 -1.664 1.965 0.2187
H 1.495 -0.615 2.363 0.2023
H 2.183 -2.568 -1.278 0.4670
H -1.514 -1.609 0.546 0.2098
H 0.307 -0.318 -0.499 0.2025
H 0.701 -1.771 0.293 0.2061
H -1.992 1.428 1.898 0.2159
H -0.799 -2.526 1.937 0.2084
H -1.268 3.918 -5.927 0.4657
H 1.340 0.873 1.651 0.2076
H -0.689 1.401 0.530 0.2123
H -2.470 3.778 -5.047 0.4652
H 2.574 0.300 -1.072 0.1841
H 3.318 -0.874 -0.096 0.1557
H -2.206 0.434 0.625 0.2005
```

Results
Charge = 0
Total energy = -388.63226 hartree
Energy relative to the best compared isomer or geometry (same formula, charge and spin) = 1.319 eV
SMILES string = CC(C)CCCO.O
E_HOMO = -9.98 eV
LUMO level = 0.90 eV
Spin multiplicity = 1


[6]
Density functional theory data (ωB97M-V with the def2-TZVPD basis set) for a molecular structure, C30H42BGeNO4PRuSe at a distorted geometry.

Structure (XYZ):
```
82
Properties=species:S:1:pos:R:3:lowdin_charge:R:1
Ru 0.976 -1.563 -0.970 0.8533
Se -0.234 -3.171 0.471 0.9915
Ge -0.125 -3.878 -2.602 0.7162
P -0.270 1.477 -0.638 1.0034
O 0.059 1.182 2.259 0.1011
O 2.720 -0.580 -1.979 -0.1121
O 0.639 -1.028 2.225 0.0351
O 2.722 -1.369 0.060 -0.1526
N 0.289 0.110 0.046 -0.1085
C -3.331 3.551 1.082 -0.0565
C -3.943 1.223 1.039 -0.0646
C -2.109 1.194 -4.266 -0.0634
C -1.821 1.930 0.149 -0.2939
C -2.735 0.916 0.435 -0.0846
C -0.295 -1.707 4.317 -0.0033
C 0.601 -0.688 3.635 -0.4306
C 1.813 -3.669 -2.448 -0.2103
C 1.837 3.002 0.387 -0.0497
C -2.121 3.248 0.472 -0.0475
C 3.325 -0.780 -0.895 -0.4450
C 0.260 0.962 -4.623 -0.0612
C 0.040 0.794 3.653 -0.4312
C -0.598 1.252 -2.391 -0.3162
C -1.403 0.912 4.117 -0.0019
C -0.791 -4.479 -0.867 -0.5443
C 0.711 3.903 -1.544 -0.0790
C 0.905 1.787 4.410 -0.0043
C 2.672 4.108 0.409 -0.0574
C -1.036 1.013 -5.125 -0.0661
C -0.576 -5.107 -4.033 -0.2004
C 0.482 1.088 -3.262 -0.0967
C 1.322 -4.074 1.192 -0.3173
C 0.849 2.891 -0.591 -0.2750
C 1.541 5.012 -1.510 -0.0605
C 2.523 5.115 -0.535 -0.0608
C -0.966 -2.128 -2.830 -0.2183
C -1.894 1.317 -2.899 -0.0660
C -4.239 2.541 1.364 -0.0616
C 2.024 -0.819 4.154 -0.0015
B 0.341 0.083 1.480 -0.9353
H -0.497 -5.478 -0.549 0.0336
H 1.101 0.832 -5.291 0.1153
H -1.408 4.037 0.267 0.1091
H -1.512 0.632 5.166 0.0980
H -0.811 -1.372 -2.026 -0.0218
H 2.098 -0.523 5.201 0.0968
H 2.716 -0.216 3.568 0.0973
H -0.085 -6.064 -3.857 0.0289
H -1.723 1.948 4.003 0.0965
H 2.263 -4.641 -2.240 0.0488
H 1.981 -4.382 0.386 0.0279
H -2.067 0.290 3.516 0.0871
H 1.818 -3.338 1.816 0.0176
H 2.338 -1.861 4.076 0.0922
H -0.661 -1.649 -3.757 0.0295
H -0.042 3.829 -2.320 0.1146
H 3.441 4.184 1.166 0.1111
H 0.130 -2.702 4.176 0.0910
H 0.994 -4.931 1.775 0.0391
H -1.302 -1.707 3.902 0.0883
H 2.231 -3.278 -3.376 0.0456
H 1.927 1.802 4.036 0.0864
H -1.207 0.920 -6.190 0.1119
H -5.181 2.779 1.842 0.1113
H 0.481 2.785 4.291 0.0970
H -1.881 -4.441 -0.874 0.0206
H 4.361 -0.463 -0.749 0.1451
H -2.492 -0.115 0.199 0.1142
H -4.651 0.436 1.261 0.1117
H 0.929 1.557 5.477 0.0998
H -1.653 -5.274 -4.069 0.0283
H 3.176 5.977 -0.513 0.1118
H -3.561 4.576 1.342 0.1118
H 1.426 5.792 -2.252 0.1119
H -0.358 -1.519 5.390 0.1020
H 1.955 2.227 1.130 0.1004
H 2.223 -3.023 -1.650 -0.0250
H -3.116 1.249 -4.657 0.1116
H -2.052 -2.243 -2.838 0.0532
H -0.252 -4.728 -5.002 0.0287
H -2.737 1.462 -2.236 0.1054
H 1.495 1.067 -2.887 0.0923
```

Results
Charge = +1
Total energy = -6463.50325 hartree
Energy relative to the best compared isomer or geometry (same formula, charge and spin) = 0.000 eV
E_HOMO = -10.77 eV
LUMO level = -1.95 eV
Spin multiplicity = 1


[7]
Density functional theory data (ωB97M-V with the def2-TZVPD basis set) for 2 unconnected molecules or ions with the total composition C10H12N4 at a distorted geometry.

Structure (XYZ):
```
26
Properties=species:S:1:pos:R:3:nbo_charge:R:1
N -1.563 -0.671 -0.838 -0.2501
N -2.781 -2.377 -0.303 -0.2890
N -3.224 -1.289 0.312 -0.0550
N -2.527 -0.274 0.013 -0.0727
C 2.721 0.145 1.698 -0.1965
C -1.049 1.611 -1.486 -0.6565
C 2.018 0.200 0.499 -0.3404
C -0.582 0.193 -1.313 0.2628
C 2.048 0.267 2.902 -0.2273
C -0.043 0.513 1.742 -0.3407
C 0.669 0.391 0.584 0.1780
C -1.749 -2.003 -1.015 0.1475
C 0.350 -0.365 -2.340 -0.6669
C 0.676 0.455 2.931 -0.1891
H 2.527 0.088 -0.446 0.2153
H -0.200 2.280 -1.599 0.2281
H -1.678 1.700 -2.375 0.2107
H 0.158 0.538 3.875 0.2160
H 1.137 0.355 -2.546 0.2380
H -1.165 -2.643 -1.638 0.2194
H 0.805 -1.296 -2.009 0.2268
H 3.790 -0.014 1.682 0.2130
H 2.600 0.202 3.829 0.2152
H -0.186 -0.554 -3.275 0.2220
H -1.636 1.920 -0.624 0.2479
H -1.117 0.630 1.739 0.2435
```

Results
Charge = 0
Total energy = -607.15664 hartree
Energy relative to the best compared isomer or geometry (same formula, charge and spin) = 2.077 eV
E_HOMO = -8.75 eV
LUMO level = 0.29 eV
Spin multiplicity = 1


[8]
Density functional theory data (ωB97M-V with the def2-TZVPD basis set) for 2 unconnected molecules or ions with the total composition C3H4ClNS at a distorted geometry.

Structure (XYZ):
```
10
Properties=species:S:1:pos:R:3:nbo_charge:R:1
Cl -2.854 -0.272 0.128 0.0336
S -0.455 1.501 -0.021 0.2063
N -0.392 -1.200 -0.167 -0.4183
C -1.249 -0.130 -0.474 -0.1797
C 0.714 -0.753 0.292 0.1020
C 1.093 0.636 0.424 -0.6284
H -1.367 -0.255 -2.156 0.1427
H 1.962 1.170 -0.144 0.2719
H 1.293 -1.626 0.556 0.2116
H 1.255 0.929 1.562 0.2581
```

Results
Charge = 0
Total energy = -1029.72694 hartree
Energy relative to the best compared isomer or geometry (same formula, charge and spin) = 2.806 eV
E_HOMO = -8.90 eV
LUMO level = 0.11 eV
Spin multiplicity = 1